# 1
DFT (ωB97M-V/def2-TZVPD) results for a structure of composition C15H19ClHgSi in a non-equilibrium geometry.

Each line ends with the natural charge from an NBO analysis.
CARTESIAN COORDINATES (ANGSTROEM)
1 C -1.6043 1.8205 0.3526  -0.34
2 C -0.3774 2.3468 -0.2096  -0.39
3 C 0.6855 2.1231 0.7492  -0.39
4 H -0.2745 2.8308 -1.1936  0.21
5 C 0.1080 1.4397 1.8990  -0.42
6 C -1.2903 1.2481 1.6504  -0.27
7 H -1.9720 0.8183 2.3786  0.23
8 H -2.5513 1.7388 -0.1671  0.21
9 H 1.7371 2.4409 0.6444  0.23
10 H 0.6518 1.1210 2.7963  0.21
11 Hg 0.5595 -0.0928 -0.1976  0.52
12 Cl -1.5488 -1.8800 -0.8957  -0.17
13 C 4.6412 -0.9596 -2.8622  -0.36
14 C 5.3647 -0.5855 -1.6766  -0.37
15 C 5.5353 0.8426 -1.6921  -0.37
16 H 5.7354 -1.2653 -0.9107  0.17
17 C 4.9180 1.3511 -2.8878  -0.37
18 C 4.3655 0.2373 -3.6109  -0.37
19 H 3.8460 0.2900 -4.5669  0.17
20 H 4.3679 -1.9731 -3.1523  0.17
21 H 6.0566 1.4341 -0.9402  0.17
22 H 4.8896 2.3948 -3.1990  0.17
23 C -4.1757 -3.2252 2.9893  -1.11
24 Si -4.5737 -1.8386 1.8427  1.64
25 C -5.5400 -2.4171 0.3801  -1.12
26 C -5.4097 -0.4384 2.7063  -1.11
27 C -2.9884 -1.0730 1.4010  -0.78
28 C -1.9268 -0.9974 0.6562  -0.19
29 H -5.1237 -3.6212 3.3822  0.20
30 H -3.5568 -2.8760 3.8268  0.24
31 H -3.6374 -4.0296 2.4694  0.24
32 H -6.5027 -2.8059 0.7448  0.21
33 H -5.7352 -1.5961 -0.3240  0.24
34 H -5.0156 -3.2184 -0.1594  0.24
35 H -4.7996 -0.0720 3.5433  0.24
36 H -5.5982 0.3971 2.0180  0.24
37 H -6.3695 -0.8091 3.0961  0.19

Computed properties:
Net charge = -2
ΔE to the lowest compared entry with this formula, charge and spin = 22.6 kcal/mol
E_LUMO (spin up / spin down) = 0.1672 / 0.1678 hartree
Highest occupied orbital energy (spin up / spin down) = -0.4144 / -0.4130 eV


# 2
DFT (ωB97M-V/def2-TZVPD) results for a structure of composition Ag2F2Pt in a non-equilibrium geometry.

Each line ends with the natural charge from an NBO analysis.
CARTESIAN COORDINATES (ANGSTROEM)
1 Ag 1.1280 -1.6119 1.0088  0.97
2 Ag -1.8167 0.1580 -0.2806  0.99
3 Pt 1.0656 0.6563 -0.1493  1.33
4 F -0.1860 -0.3602 0.5323  -0.75
5 F -0.1908 1.1578 -1.1113  -0.54

Computed properties:
Net charge = +2
Expectation value of S² = 2.0060
Spin multiplicity = 3
E_LUMO (spin up / spin down) = -0.4280 / -0.4731 hartree
Highest occupied orbital energy (spin up / spin down) = -19.4330 / -20.4110 eV


# 3
DFT (ωB97M-V/def2-TZVPD) results for a structure of composition C7H8NO4 in a non-equilibrium geometry.

Each line ends with the natural charge from an NBO analysis.
CARTESIAN COORDINATES (ANGSTROEM)
1 C -1.3274 0.1599 1.6999  -0.34
2 C -2.1032 -0.0949 0.6005  -0.34
3 C -0.2594 0.9904 2.0388  0.35
4 C 0.5911 0.7361 -0.2782  0.08
5 C 2.0487 0.8423 -0.1477  0.69
6 C -1.8044 0.6384 -0.6562  -0.24
7 C 0.9158 -1.7762 -1.5163  -0.23
8 N -0.3399 0.4394 -0.9949  -0.16
9 O 2.8034 1.0896 -1.0646  -0.60
10 O 2.3672 0.8597 1.2133  -0.71
11 O -0.0750 2.0463 2.6053  -0.59
12 O -0.2786 -1.1960 -1.7965  -0.64
13 H -1.2241 -0.6382 2.4072  0.22
14 H -2.5696 -1.0577 0.4309  0.20
15 H -2.5052 0.2846 -1.3963  0.22
16 H -1.8073 1.8354 -0.5856  0.20
17 H 1.4394 -1.2255 -0.6577  0.15
18 H 1.7607 -1.7428 -2.3532  0.13
19 H 0.8635 -2.8373 -1.1392  0.14
20 H 1.5043 0.6464 1.5904  0.47

Computed properties:
Net charge = -1
ΔE to the lowest compared entry with this formula, charge and spin = 160.8 kcal/mol
E_LUMO (spin up / spin down) = 0.1379 / 0.1379 hartree
Highest occupied orbital energy (spin up / spin down) = -3.0985 / -3.0974 eV


# 4
DFT (ωB97M-V/def2-TZVPD) results for the molecule C10H21N5O4 in a non-equilibrium geometry.

Each line ends with the natural charge from an NBO analysis.
CARTESIAN COORDINATES (ANGSTROEM)
1 H 0.9398 3.9568 2.5291  0.34
2 N 0.4791 4.0101 3.4251  -0.75
3 C 0.2634 2.8405 3.8781  0.60
4 N -0.3898 2.7624 5.2169  -0.86
5 N 0.5447 1.5089 3.4119  -0.66
6 C 1.2495 1.3774 2.1278  -0.21
7 C 1.1320 -0.0350 1.5888  -0.40
8 C 2.1760 -0.4500 0.4929  -0.40
9 C 2.1126 0.2655 -0.8857  -0.12
10 N 2.2937 1.7070 -0.7611  -0.86
11 C 0.7477 -0.0154 -1.5975  0.70
12 O 0.0730 0.9722 -1.9755  -0.70
13 N 0.1873 -1.2365 -1.6315  -0.60
14 C -1.1140 -1.3273 -2.2444  -0.20
15 C -2.1388 -0.9814 -1.1834  0.78
16 O -2.9441 -1.7857 -0.7311  -0.60
17 O -2.0828 0.2935 -0.6780  -0.67
18 C -1.3601 -2.7744 -2.7130  0.10
19 C -0.4834 -3.1668 -3.9387  -0.63
20 O -1.0139 -3.6482 -1.6472  -0.74
21 H -1.0972 2.0423 5.2945  0.37
22 H -0.7646 3.7133 5.3748  0.39
23 H 0.7382 0.8625 4.1958  0.40
24 H 0.8790 2.0741 1.4011  0.22
25 H 2.3364 1.6343 2.2409  0.17
26 H 0.1509 -0.1225 1.1301  0.21
27 H 1.1366 -0.6329 2.4948  0.21
28 H 2.1415 -1.5270 0.4043  0.21
29 H 3.1757 -0.2711 0.8864  0.21
30 H 2.9006 -0.1939 -1.5504  0.21
31 H 3.1668 2.1055 -1.0572  0.38
32 H 1.5488 2.1086 -1.3219  0.40
33 H 0.6982 -2.0993 -1.5011  0.44
34 H -1.2472 -0.5956 -3.0902  0.25
35 H -1.4362 0.7443 -1.2741  0.50
36 H -2.4053 -2.8735 -2.9955  0.19
37 H -0.6402 -4.2042 -4.3439  0.23
38 H -0.7551 -2.5679 -4.8110  0.22
39 H 0.5500 -3.0454 -3.6461  0.20
40 H -1.5874 -3.4228 -0.8842  0.50

Computed properties:
Structure (SMILES) = [H]/N=C(/N)NCCC[C@H](N)C(=O)N[C@H](C(=O)O)[C@@H](C)O
ΔE to the lowest compared entry with this formula, charge and spin = 30.0 kcal/mol
E_LUMO = 0.0151 hartree
Highest occupied orbital energy = -8.9667 eV